#1
A cluster of 3 separate species, C2H12NO2 in total, computed with ωB97M-V/def2-TZVPD.

Each line ends with the Löwdin charge.
Geometry (Å):
C1 -1.46507 -0.05032 -1.15673  -0.07
C2 -0.23241 -0.92167 -0.85322  -0.19
N1 -0.25126 -1.18001 0.58123  0.16
H1 -1.44635 0.32511 -2.17949  0.09
H2 -2.39665 -0.58005 -0.99821  0.08
H3 -1.61454 0.85594 -0.53754  0.09
H4 -0.35567 -1.83130 -1.44217  0.13
H5 0.70721 -0.49738 -1.20816  0.14
H6 -0.71731 -0.44373 1.13332  0.14
H7 0.61168 -1.39313 1.09300  0.18
H8 -0.86573 -1.94186 0.90757  0.18
H9 -3.72743 -0.61565 2.33477  0.06
H10 -2.48267 -0.05428 3.08198  0.04
O1 -2.79607 -0.40922 2.26580  -0.03
H11 6.02264 3.48958 -0.61797  0.03
H12 5.69644 2.34677 -1.53970  0.03
O2 5.31318 2.90121 -0.86448  -0.06

E_HOMO ... -0.4982 hartree
Gap between HOMO and LUMO ... 10.08 eV
Total charge ... +1


#2
A cluster of 3 separate species, C2H12NO2 in total, computed with ωB97M-V/def2-TZVPD.

Each line ends with the Löwdin charge.
Geometry (Å):
C1 0.50025 -0.27762 1.36720  -0.01
N1 0.99453 0.03214 -0.05025  -0.04
C2 -0.09528 -0.12252 -1.06562  -0.06
H1 1.32091 -0.58965 2.06487  0.11
H2 0.29275 0.61765 2.00449  0.12
H3 -0.25171 -1.00222 1.47172  0.07
H4 1.64501 -0.81502 -0.38356  0.23
H5 1.44315 0.97657 -0.29607  0.18
H6 -0.07532 0.67592 -1.87718  0.10
H7 -1.11484 -0.12207 -0.62914  0.11
H8 0.04112 -0.88098 -1.77140  0.08
H9 -3.49616 -1.47799 1.64352  0.03
H10 -4.25576 -0.64841 2.66304  0.08
O1 -3.31258 -0.91976 2.42251  -0.11
H11 2.85131 1.21456 -2.57689  0.14
H12 1.64645 2.07191 -2.72257  0.06
O2 1.86618 1.26749 -2.26466  -0.09

E_HOMO ... -0.5255 hartree
Gap between HOMO and LUMO ... 10.92 eV
Total charge ... +1


#3
A cluster of 3 separate species, C2H12NO2 in total, computed with ωB97M-V/def2-TZVPD.

Each line ends with the Löwdin charge.
Geometry (Å):
C1 0.60499 1.36794 0.83161  0.01
N1 -0.21641 0.49250 -0.05875  -0.04
C2 -0.05715 0.77352 -1.48984  -0.02
H1 0.00256 1.61451 1.68460  0.11
H2 1.48876 0.88321 1.15970  0.07
H3 0.94166 2.26195 0.32106  0.11
H4 -1.19780 0.61895 0.17144  0.15
H5 0.06871 -0.45254 0.20764  0.12
H6 -0.08717 1.84219 -1.66231  0.10
H7 -0.74356 0.26309 -2.16626  0.10
H8 0.88963 0.39756 -1.89171  0.12
H9 2.21755 -1.18269 1.98030  0.07
H10 1.24714 -2.21070 1.51672  0.07
O1 1.74373 -1.45248 1.18120  -0.05
H11 -3.03883 -1.43492 -0.70348  0.07
H12 -1.71585 -2.27318 -0.73514  0.06
O2 -2.14795 -1.50892 -0.34677  -0.04

E_HOMO ... -0.5861 hartree
Gap between HOMO and LUMO ... 12.84 eV
Total charge ... +1


The structure with the most favorable energy is #3; the runner-up is 0.0098 hartree above it.


#1
A cluster of 2 separate species, C2H9N3O in total, computed with ωB97M-V/def2-TZVPD.

Each line ends with the Löwdin charge.
Geometry (Å):
N1 0.35110 -0.76540 -0.57728  -0.03
C1 -0.91165 -1.60606 -0.61566  -0.33
N2 -1.88024 -1.23442 -1.61551  0.02
H1 0.66874 -0.68236 -1.54165  0.08
H2 1.11388 -1.33298 -0.20553  0.08
H3 -1.40230 -1.50999 0.34853  0.10
H4 -0.57572 -2.64352 -0.62214  0.12
H5 -1.59557 -1.62771 -2.50429  0.07
H6 -1.96287 -0.23006 -1.71546  0.07
C2 1.42049 2.25452 1.89037  -0.21
N3 0.68856 1.50279 1.08919  0.22
O1 2.26377 1.96518 2.73660  0.34
H7 0.98353 3.27759 2.05319  0.22
H8 0.48247 0.49904 0.91320  0.11
H9 0.35581 2.13337 0.36644  0.14

Multiplicity ... 2
E_HOMO (spin up / spin down) ... -0.4845 / -0.4840 hartree
Gap between HOMO and LUMO (spin up / spin down) ... 8.46 / 3.81 eV
Total charge ... +1


#2
A cluster of 2 separate species, C2H9N3O in total, computed with ωB97M-V/def2-TZVPD.

Each line ends with the Löwdin charge.
Geometry (Å):
N1 1.53582 0.49491 0.68110  0.24
C1 2.81853 0.19052 0.73270  -0.18
N2 3.28057 -0.90039 0.11757  0.20
H1 -2.02276 -1.55555 -0.02292  0.08
H2 1.20834 0.74632 1.62665  0.12
H3 3.42499 0.63762 1.53343  0.17
H4 4.28328 -0.82901 -0.05981  0.15
H5 2.78044 -1.14937 -0.73387  0.15
N3 -1.83748 1.21247 -0.63331  0.08
C2 -2.69493 0.07625 -0.88844  -0.33
O1 -2.75876 -0.93813 0.11349  -0.05
H6 -0.91945 0.86550 -0.37280  0.04
H7 -2.17664 1.78953 0.13358  0.09
H8 -3.72507 0.38642 -1.03557  0.12
H9 -2.31634 -0.31913 -1.83182  0.12

Multiplicity ... 2
E_HOMO (spin up / spin down) ... -0.5007 / -0.4629 hartree
Gap between HOMO and LUMO (spin up / spin down) ... 8.76 / 3.44 eV
Total charge ... +1


The structure with the most favorable energy is #1; the runner-up is 0.0062 hartree above it.


#1
An isolated molecule of C15H21NO6S, computed with ωB97M-V/def2-TZVPD.

Each line ends with the Löwdin charge.
Geometry (Å):
C1 -7.50320 -0.83110 0.71259  -0.06
C2 -6.20515 -0.60402 1.47146  -0.21
O1 -5.45851 0.48783 0.91571  0.00
C3 -4.70754 0.22287 -0.15218  -0.49
O2 -4.57134 -0.85543 -0.65637  0.15
C4 -4.03314 1.50393 -0.64707  -0.08
O3 -3.04181 1.24983 -1.60570  -0.01
C5 -1.95059 0.52154 -1.25026  -0.25
C6 -1.08784 0.18535 -2.29876  0.02
C7 0.06508 -0.52718 -2.04859  -0.05
C8 0.36197 -0.90812 -0.75221  -0.29
S1 1.89620 -1.76258 -0.42278  0.64
O4 1.83426 -2.36006 0.87821  -0.29
O5 2.25297 -2.56602 -1.55316  -0.29
N1 3.03244 -0.55394 -0.33967  -0.12
C9 2.92393 0.39239 0.74064  -0.19
C10 4.29317 1.02580 1.03257  -0.32
C11 5.37263 -0.02794 1.32840  -0.12
C12 6.14089 -0.11409 0.01085  -0.16
C13 6.00115 1.31224 -0.51366  -0.20
O6 4.71587 1.75384 -0.11387  -0.11
C14 -0.47882 -0.58549 0.29133  -0.05
C15 -1.63980 0.12985 0.05001  0.01
H1 -8.09757 0.07928 0.70064  0.08
H2 -8.07165 -1.62004 1.19617  0.08
H3 -7.28929 -1.12938 -0.31073  0.08
H4 -5.58459 -1.50510 1.44239  0.12
H5 -6.39597 -0.31278 2.50584  0.12
H6 -4.78701 2.10874 -1.16013  0.15
H7 -3.65337 2.07605 0.20889  0.14
H8 -1.35452 0.49235 -3.29706  0.12
H9 0.73413 -0.81394 -2.84441  0.12
H10 3.24102 -0.13429 -1.23165  0.12
H11 2.58267 -0.17091 1.61021  0.12
H12 2.20103 1.19042 0.51815  0.13
H13 4.17146 1.72810 1.86962  0.15
H14 6.02502 0.31540 2.13178  0.11
H15 4.92480 -0.97751 1.60852  0.12
H16 5.64838 -0.81687 -0.65994  0.10
H17 7.18038 -0.40541 0.14195  0.11
H18 6.76719 1.96538 -0.06943  0.12
H19 6.05933 1.39059 -1.60101  0.12
H20 -0.22229 -0.91367 1.28606  0.12
H21 -2.29196 0.36408 0.87661  0.12

SMILES ... CCOC(=O)COc1ccc(S(=O)(=O)NC[C@H]2CCCO2)cc1
E_HOMO ... -0.3318 hartree
Gap between HOMO and LUMO ... 9.64 eV


#2
A structure of composition C15H21NO6S, computed with ωB97M-V/def2-TZVPD.

Each line ends with the Löwdin charge.
Geometry (Å):
C1 3.04920 3.19809 0.94212  -0.06
C2 4.18014 3.01874 -0.25513  -0.02
H1 4.04015 3.86034 -1.06686  0.14
H2 5.09692 3.07172 0.12519  0.03
O1 3.90178 1.58104 -1.04303  0.01
C3 4.51920 0.64468 -0.34766  -0.48
O2 5.25930 0.68726 0.68395  0.04
C4 4.23740 -0.51151 -1.29225  -0.01
H3 4.89452 -0.56134 -2.11080  0.12
C5 4.44536 -1.83608 -0.32110  -0.07
H4 5.39422 -1.73860 -0.02754  0.07
C6 3.50579 -1.60019 0.88993  -0.26
H5 3.55744 -2.86886 1.33930  0.21
H6 4.10874 -0.91090 1.71822  0.18
O3 2.28968 -1.18569 0.66364  0.00
C7 1.32284 -2.00989 0.36277  -0.29
O4 1.63779 -3.29069 -0.00614  -0.01
C8 0.05140 -1.34316 0.10990  -0.13
C9 0.00285 0.14660 0.33833  0.09
C10 -1.35850 0.68794 0.30605  0.04
C11 -2.39385 -0.08772 -0.49443  -0.39
C12 -2.28804 -1.30419 -0.63240  -0.09
C13 -0.95150 -1.89115 -0.51493  0.01
H7 -0.82967 -2.98022 -0.68526  0.14
H8 -2.98554 -1.74870 -1.51044  0.19
S1 -3.88217 0.70106 -0.59927  0.88
O5 -4.63984 -0.13280 -1.68038  -0.39
O6 -3.76678 2.26245 -0.61969  -0.37
N1 -4.85435 0.23099 0.92435  -0.29
C14 -4.23307 0.84840 2.08074  -0.12
H9 -3.99896 2.02372 1.70732  0.15
H10 -5.07747 0.86397 2.64601  0.05
H11 -3.35160 0.41003 2.42432  0.05
C15 -5.15119 -1.25170 0.90575  -0.04
H12 -5.47889 -1.52526 -0.05254  0.06
H13 -5.91751 -1.02503 1.66441  0.11
H14 -4.26261 -1.73360 1.10488  0.05
H15 -1.51181 1.69059 0.71938  0.10
H16 0.69204 0.63052 0.87190  0.05
H17 3.94750 -2.52220 -0.79223  0.04
H18 3.32796 -0.51917 -1.40872  0.01
H19 3.01302 2.51495 1.86341  0.09
H20 3.00606 4.13865 1.33623  0.00
H21 1.94409 2.95587 0.48129  0.11

E_HOMO ... -0.3606 hartree
Gap between HOMO and LUMO ... 8.79 eV


The structure with the most favorable energy is #1; the runner-up is 0.4195 hartree above it.


#1
An isolated molecule of C2H2INOS2, computed with ωB97M-V/def2-TZVPD.

Each line ends with the Löwdin charge.
Geometry (Å):
C1 0.45724 -0.27131 0.58315  -0.31
C2 -1.93802 0.15831 0.28524  -0.71
N1 -0.69248 -0.23606 0.14539  -0.10
O1 3.02284 -0.67457 0.13960  -0.59
S1 -2.31877 1.76221 0.35234  0.63
S2 1.81551 -0.93770 -0.60535  0.48
I1 1.48187 0.65149 -2.51096  0.40
H1 0.80935 0.12924 1.61868  0.15
H2 -2.63755 -0.58162 -0.00808  0.05

E_HOMO ... -0.3348 hartree
Gap between HOMO and LUMO ... 7.51 eV


#2
An isolated molecule of C2H2INOS2, computed with ωB97M-V/def2-TZVPD.

Each line ends with the Löwdin charge.
Geometry (Å):
I1 3.69876 0.55823 -0.15613  0.41
S1 1.54403 -0.36561 0.25397  0.36
C1 0.48325 0.79789 -0.46315  -0.58
N1 -0.77422 0.76507 -0.32787  -0.01
C2 -1.36608 -0.26378 0.37354  -0.72
O1 -0.62673 -1.39209 0.73498  -0.55
S2 -1.76879 -1.78149 -0.46142  0.92
H1 0.92583 1.59746 -1.03410  0.06
H2 -2.11605 0.08432 1.08019  0.12

SMILES ... IS/C=N\[C@@H]1OS1
E_HOMO ... -0.3298 hartree
Gap between HOMO and LUMO ... 8.33 eV


The structure with the most favorable energy is #2; the runner-up is 0.0159 hartree above it.


#1
A cluster of 2 separate species, C5H16N3 in total, computed with ωB97M-V/def2-TZVPD.

Each line ends with the Löwdin charge.
Geometry (Å):
N1 -2.84539 0.26111 0.81576  0.17
C1 -1.68466 -0.11762 0.17887  -0.25
N2 -1.12885 1.16275 -0.59281  0.17
N3 -1.45562 -1.44634 0.45614  0.19
H1 -3.63659 0.44224 0.20279  0.15
H2 -3.04689 -0.45209 1.50922  0.13
H3 -1.92516 1.11321 -1.24049  0.11
H4 -1.45477 1.65884 0.23664  0.08
H5 -2.13987 -1.92391 -0.13556  0.16
H6 -0.48487 -1.56591 0.13414  0.05
C2 2.25608 1.93514 0.01473  -0.10
C3 1.81568 0.66132 -0.72336  -0.29
C4 1.58538 -0.47151 0.25197  -0.30
C5 1.52169 -1.85186 -0.37877  -0.12
H7 1.61994 2.09843 0.89053  0.07
H8 2.12999 2.82790 -0.58749  0.07
H9 3.28400 1.81736 0.34149  0.08
H10 2.60989 0.42438 -1.45957  0.12
H11 0.95809 0.79184 -1.37545  0.07
H12 0.68375 -0.23994 0.84402  0.08
H13 2.33836 -0.48127 1.04408  0.12
H14 0.79826 -1.81519 -1.21065  0.08
H15 1.21329 -2.62511 0.33266  0.08
H16 2.47996 -2.12746 -0.82347  0.10

E_HOMO ... -0.5247 hartree
Gap between HOMO and LUMO ... 8.67 eV
Total charge ... +1


#2
The ion C5H16N3 with charge +1, computed with ωB97M-V/def2-TZVPD.

Each line ends with the Löwdin charge.
Geometry (Å):
C1 -1.88688 -0.75481 -2.54817  -0.08
N1 -0.59000 -1.02966 -1.82306  -0.12
C2 -0.58550 -0.60766 -0.40154  -0.20
C3 0.85995 -0.25855 -0.19372  -0.28
N2 1.29038 1.12288 -0.75958  0.22
C4 1.22744 -0.30751 1.28363  -0.18
C5 0.69400 0.67616 2.28804  -0.26
N3 -0.77886 0.70061 2.33167  0.03
H1 -2.22588 -1.65001 -3.03624  0.07
H2 -2.54389 -0.37141 -1.77422  0.07
H3 -1.71122 -0.03134 -3.37008  0.08
H4 -0.35574 -1.97186 -2.07280  0.10
H5 -1.19486 0.27585 -0.26112  0.11
H6 -0.97966 -1.25068 0.39915  0.13
H7 1.53364 -0.81175 -0.89173  0.16
H8 0.61880 1.51554 -1.43036  0.17
H9 1.52778 1.75195 0.00529  0.14
H10 2.19973 1.17128 -1.30416  0.20
H11 0.79775 -1.27634 1.62340  0.13
H12 2.30156 -0.59104 1.32100  0.13
H13 1.25555 0.51612 3.19595  0.11
H14 0.92929 1.74766 1.99754  0.12
H15 -1.28683 1.52873 2.56148  0.08
H16 -1.09654 -0.09414 2.85960  0.08

SMILES ... CNC[C@@H]([NH3+])CCN
E_HOMO ... -0.4619 hartree
Gap between HOMO and LUMO ... 9.23 eV
Total charge ... +1


The structure with the most favorable energy is #2; the runner-up is 0.0541 hartree above it.